Record 1
{
  "formula": "C5H16NSi",
  "method": "the ωB97M-V functional and the def2-TZVPD basis",
  "fmax_ev_per_a": 4.37,
  "smiles": "CC[C@H]([NH3+])[SiH](C)C",
  "e_above_lowest_kcal_mol": 17.54,
  "homo_lumo_gap_ha": 0.4000,
  "e_tot_ev": -14804.6573,
  "total_charge": 1,
  "e_homo_ev": -14.51,
  "symbols": ["C", "C", "C", "C", "C", "N", "Si", "H", "H", "H", "H", "H", "H", "H", "H", "H", "H", "H", "H", "H", "H", "H", "H"],
  "positions_angstrom": [[-2.38872, -1.39815, 0.26780], [2.45046, 0.38623, 1.24113], [1.47992, -0.93497, -1.31275], [-1.75769, -0.06981, -0.34320], [-0.67112, 0.66110, 0.40539], [-0.41238, 1.94375, -0.36568], [1.05128, -0.54489, 0.49299], [-2.62518, -1.28314, 1.29487], [-1.49139, -2.01761, 0.32639], [-3.02429, -1.92525, -0.37826], [3.42056, -0.17329, 1.54838], [2.78179, 1.39061, 0.90744], [2.03929, 0.62432, 2.28812], [0.48150, -1.15483, -1.82984], [1.82611, -0.04558, -1.93747], [2.19650, -1.76991, -1.52793], [-1.42244, -0.29096, -1.32255], [-2.49702, 0.73415, -0.36414], [-1.13319, 0.97879, 1.34490], [-1.00536, 2.73547, -0.08204], [0.57626, 2.18531, -0.55767], [-0.64799, 1.84775, -1.41074], [0.77310, -1.87911, 1.31485]]
}

Record 2
{
  "formula": "C5H16NSi",
  "method": "the ωB97M-V functional and the def2-TZVPD basis",
  "fmax_ev_per_a": 3.49,
  "smiles": "CC[C@@H]([NH3+])[SiH](C)C",
  "e_above_lowest_kcal_mol": 11.57,
  "homo_lumo_gap_ha": 0.3971,
  "e_tot_ev": -14804.9163,
  "total_charge": 1,
  "e_homo_ev": -14.39,
  "symbols": ["C", "C", "C", "C", "C", "N", "Si", "H", "H", "H", "H", "H", "H", "H", "H", "H", "H", "H", "H", "H", "H", "H", "H"],
  "positions_angstrom": [[-2.20110, 0.35632, -0.96561], [1.50836, 1.96771, 0.63061], [2.45664, -1.04669, -0.57020], [-1.65059, 0.32440, 0.48307], [-0.34968, -0.43788, 0.72940], [-0.68891, -1.83600, 0.16805], [1.07681, 0.41082, -0.28114], [-2.62501, -0.62257, -1.19828], [-1.54480, 0.72857, -1.70616], [-3.04814, 0.98300, -0.74759], [1.41135, 1.80694, 1.68038], [2.49175, 2.21283, 0.51516], [0.86011, 2.77439, 0.37321], [2.53191, -1.74493, 0.30026], [2.05381, -1.67878, -1.41780], [3.52354, -0.68865, -0.59596], [-1.37922, 1.32772, 0.86878], [-2.46014, 0.14308, 1.17914], [0.61137, 0.78989, -1.66232], [-0.11096, -2.74117, 0.26712], [-1.52297, -2.26608, 0.54165], [-0.94698, -1.86051, -0.82742], [-0.17394, -0.43982, 1.76453]]
}

Record 3
{
  "formula": "C5H16O2",
  "method": "the ωB97M-V functional and the def2-TZVPD basis",
  "fmax_ev_per_a": 4.38,
  "smiles": "CCCCC.O.O",
  "e_above_lowest_kcal_mol": 50.00,
  "homo_lumo_gap_ha": 0.4003,
  "e_tot_ev": -9537.6617,
  "e_homo_ev": -10.33,
  "symbols": ["C", "C", "C", "C", "C", "H", "H", "H", "H", "H", "H", "H", "H", "H", "H", "H", "H", "H", "H", "O", "H", "H", "O"],
  "positions_angstrom": [[-1.51147, -0.53702, 0.57221], [-1.58680, -0.10420, -0.85366], [-0.07739, -0.07598, -1.55075], [0.78355, -1.24622, -0.90105], [-0.01104, -2.49397, -1.18861], [-2.51020, -0.57507, 1.18894], [-1.18641, -1.56464, 0.73332], [-1.01272, 0.17648, 1.21665], [-2.19462, -0.78541, -1.55757], [-1.96364, 0.91384, -1.20710], [0.37228, 0.79902, -1.11409], [-0.22420, -0.14193, -2.67763], [1.16002, -1.16333, 0.12361], [1.69717, -1.35773, -1.48051], [0.42400, -3.45440, -1.51131], [-0.64049, -2.30066, -2.04158], [-0.64944, -2.76239, -0.33700], [0.50727, 0.64950, 6.08621], [-0.20497, -0.13963, 5.03016], [0.24795, -0.27591, 5.93269], [2.66694, 5.10516, -0.83317], [3.36548, 5.64845, -2.09762], [2.54873, 5.68604, -1.53216]]
}

Record 4
{
  "formula": "C5H16O2",
  "method": "the ωB97M-V functional and the def2-TZVPD basis",
  "fmax_ev_per_a": 3.53,
  "smiles": "CCCCC.O.O",
  "e_above_lowest_kcal_mol": 34.14,
  "homo_lumo_gap_ha": 0.4139,
  "e_tot_ev": -9538.3493,
  "e_homo_ev": -10.54,
  "symbols": ["C", "C", "C", "C", "C", "H", "H", "H", "H", "H", "H", "H", "H", "H", "H", "H", "H", "H", "H", "O", "H", "H", "O"],
  "positions_angstrom": [[1.02689, 0.00149, -1.09933], [-0.52031, -0.17988, -1.35403], [-1.13851, -1.29677, -0.47264], [-1.30928, -0.88749, 1.06266], [-1.62925, 0.62222, 1.21612], [1.41685, -0.99509, -1.20282], [1.58917, 0.69990, -1.71133], [1.02801, 0.23308, -0.03112], [-0.95225, 0.80338, -1.16574], [-0.70329, -0.54340, -2.35551], [-0.33824, -2.06034, -0.33413], [-2.04129, -1.67970, -0.94432], [-0.40483, -1.13266, 1.58663], [-2.19466, -1.38803, 1.46673], [-1.40353, 0.70935, 2.30656], [-2.61983, 0.96428, 0.90956], [-0.95819, 1.41841, 0.92069], [3.13353, -2.41616, -1.26097], [2.21449, -3.17232, -0.24632], [2.79716, -2.41203, -0.37637], [0.33893, 4.27763, 0.55303], [1.69135, 3.89532, 1.30566], [0.97709, 4.53882, 1.22701]]
}

Record 5
{
  "formula": "C5H16O3",
  "method": "the ωB97M-V functional and the def2-TZVPD basis",
  "fmax_ev_per_a": 6.56,
  "smiles": "C/C=C/CC.O.O.O",
  "e_above_lowest_kcal_mol": 43.05,
  "homo_lumo_gap_ha": 0.3805,
  "e_tot_ev": -11585.0328,
  "e_homo_ev": -9.66,
  "symbols": ["C", "C", "C", "C", "C", "H", "H", "H", "H", "H", "H", "H", "H", "H", "H", "H", "H", "O", "H", "H", "O", "H", "H", "O"],
  "positions_angstrom": [[-0.60840, 0.50150, -2.51139], [-0.69661, -0.66616, -1.51197], [0.00237, -0.44603, -0.20234], [0.54589, -1.50689, 0.40570], [1.24714, -1.23513, 1.74627], [0.14462, 0.67849, -3.13051], [-0.90380, 1.37721, -1.85542], [-1.44522, 0.51142, -3.22698], [-0.07325, -1.48761, -1.92946], [-1.70204, -1.01786, -1.46027], [0.24598, 0.63495, 0.14289], [0.40509, -2.55245, -0.01179], [0.88842, -0.38944, 2.26922], [2.34359, -1.06574, 1.60705], [0.98570, -1.98991, 2.52174], [-1.79639, 2.48291, 0.45964], [-1.81454, 1.02730, 0.32288], [-2.26217, 1.72252, 0.76232], [-1.22779, 0.95358, 3.53756], [-1.16528, 1.41591, 2.04387], [-0.62577, 1.32990, 2.79536], [2.35321, -0.63597, -1.43362], [2.34773, 0.25055, -0.25287], [2.81153, 0.10697, -1.08788]]
}

Record 6
{
  "formula": "C5H17BrLaOP3S",
  "method": "the ωB97M-V functional and the def2-TZVPD basis",
  "fmax_ev_per_a": 6.24,
  "homo_lumo_gap_ha": 0.1376,
  "e_tot_ev": -117085.8658,
  "total_charge": 2,
  "e_homo_ev": -14.00,
  "symbols": ["C", "C", "C", "C", "C", "P", "P", "S", "P", "O", "Br", "H", "H", "H", "H", "H", "H", "H", "H", "H", "H", "H", "H", "H", "H", "H", "H", "H", "La"],
  "positions_angstrom": [[-0.41460, -2.01399, 2.10875], [-0.99945, -2.14359, 0.58328], [0.21813, -2.64844, -0.41497], [-1.82611, -0.83849, 0.03739], [-1.09170, 0.60641, 0.27808], [-0.07860, 1.23196, -1.25115], [1.83362, 1.06649, -0.21778], [3.15867, 2.43158, -0.77780], [-0.38742, 3.32011, -0.60319], [0.41063, 4.29298, -1.85662], [0.54786, 3.70573, 1.43701], [-1.28647, -2.14391, 2.91372], [0.28506, -2.96668, 2.27724], [0.26513, -1.08256, 2.30735], [-1.78140, -3.04553, 0.60490], [-0.29648, -3.17782, -1.35043], [0.85573, -3.47428, 0.16263], [0.93432, -1.77154, -0.71056], [-2.00214, -0.96925, -1.13601], [-2.88201, -0.80532, 0.54213], [-0.44851, 0.68590, 1.25228], [-1.96853, 1.40683, 0.40341], [0.63839, 1.72042, -2.43646], [-1.31804, 1.38230, -2.02488], [0.01439, -0.10590, -1.77679], [2.45397, -0.21231, -0.59134], [1.71134, 1.01386, 1.23260], [-0.02853, 3.97800, -2.70962], [3.48277, 0.55705, 1.71684]]
}